No. 1
{
  "formula": "C54H119N5O8",
  "method": "ωB97M-V/def2-TZVPD",
  "species": ["O", "O", "O", "O", "O", "O", "O", "O", "N", "N", "N", "N", "N", "C", "C", "C", "C", "C", "C", "C", "C", "C", "C", "C", "C", "C", "C", "C", "C", "C", "C", "C", "C", "C", "C", "C", "C", "C", "C", "C", "C", "C", "C", "C", "C", "C", "C", "C", "C", "C", "C", "C", "C", "C", "C", "C", "C", "C", "C", "C", "C", "C", "C", "C", "C", "C", "C", "H", "H", "H", "H", "H", "H", "H", "H", "H", "H", "H", "H", "H", "H", "H", "H", "H", "H", "H", "H", "H", "H", "H", "H", "H", "H", "H", "H", "H", "H", "H", "H", "H", "H", "H", "H", "H", "H", "H", "H", "H", "H", "H", "H", "H", "H", "H", "H", "H", "H", "H", "H", "H", "H", "H", "H", "H", "H", "H", "H", "H", "H", "H", "H", "H", "H", "H", "H", "H", "H", "H", "H", "H", "H", "H", "H", "H", "H", "H", "H", "H", "H", "H", "H", "H", "H", "H", "H", "H", "H", "H", "H", "H", "H", "H", "H", "H", "H", "H", "H", "H", "H", "H", "H", "H", "H", "H", "H", "H", "H", "H", "H", "H", "H", "H", "H", "H", "H", "H"],
  "positions_angstrom": [[3.029, 5.275, -6.499], [1.143, 0.509, -0.600], [-3.953, -1.111, 2.580], [6.092, -1.979, -4.063], [2.563, -4.178, 5.104], [-4.352, 1.221, 0.979], [-3.162, -5.193, -3.910], [-2.633, 5.159, 4.364], [-4.457, -4.830, -3.474], [2.634, -2.863, 5.480], [2.017, 4.571, -5.868], [-1.480, 4.558, 4.047], [5.781, -1.663, -2.735], [-3.965, -2.351, 2.119], [2.035, 6.208, -4.014], [0.382, -2.103, 4.344], [6.288, 0.819, -3.185], [6.250, -0.143, -0.788], [2.023, -1.998, 4.433], [2.631, -2.265, 3.091], [3.613, -3.280, 7.776], [-5.147, -3.903, -4.412], [-4.452, -2.604, -4.648], [1.961, -0.033, 6.216], [0.585, 2.600, -5.957], [2.496, -2.533, 6.926], [-3.506, -3.484, -1.575], [-4.822, 0.800, -0.272], [-2.542, 2.435, 2.960], [2.785, -0.969, 7.147], [-0.519, -0.324, 0.698], [-5.356, -4.584, -5.767], [4.099, -3.383, -2.758], [4.275, -1.633, -0.907], [-0.240, 5.513, 6.012], [-6.547, -3.582, -3.823], [1.139, -2.944, 7.456], [8.073, -0.747, -2.212], [4.400, -1.873, -2.378], [-4.525, -4.619, -2.005], [0.940, 4.772, 3.909], [-5.947, -4.181, -1.508], [-0.854, -0.023, -1.798], [3.389, -0.901, -3.063], [-6.659, -3.082, -2.387], [6.528, -0.419, -2.320], [-5.304, -2.986, 2.473], [-4.309, -5.939, -1.177], [2.154, 4.672, -4.438], [-4.741, 2.014, -1.158], [-0.294, 5.382, 4.463], [0.147, -0.464, -0.683], [2.217, -0.519, 4.766], [3.449, 4.153, -3.851], [-0.341, 6.744, 3.678], [-2.735, -3.055, 2.736], [0.707, 2.473, -4.457], [-1.862, 2.440, 5.372], [-0.121, 2.530, 3.543], [4.789, -0.321, -0.323], [0.892, 3.968, -3.873], [1.829, 3.256, -6.558], [3.052, 2.325, -6.463], [1.067, 3.245, 4.121], [-1.536, 3.066, 3.990], [1.453, 3.534, -8.059], [-6.255, 0.188, -0.185], [1.917, 2.921, 3.520], [-6.279, -0.788, 0.297], [-0.134, 4.501, 6.403], [2.276, -3.197, 2.651], [-3.246, -6.061, -4.312], [-6.572, -5.063, -1.372], [-3.470, 2.974, 3.147], [-5.163, 2.908, -0.699], [0.689, -3.883, 7.133], [-1.081, 2.730, 6.075], [-0.680, 0.722, 0.959], [6.245, 0.663, -4.263], [4.855, -0.311, 0.765], [2.960, 6.685, -4.339], [-4.419, -5.021, -6.113], [4.231, -3.666, -3.802], [-6.211, -2.103, -2.221], [0.271, -3.148, 4.054], [0.649, 6.076, 6.292], [1.284, 2.586, -8.570], [-0.360, 6.575, 2.602], [-1.266, 7.284, 3.877], [-4.217, -0.015, -0.671], [0.555, 4.151, -8.103], [-3.858, -1.079, 3.534], [-7.090, -4.527, -3.827], [0.606, -1.436, -0.862], [6.854, -0.660, -0.042], [0.051, 1.578, 4.044], [4.315, 4.793, -4.021], [3.381, -0.983, -4.150], [-2.638, -2.921, 3.813], [-4.204, 0.466, 1.553], [-0.103, 1.871, -4.044], [0.521, 7.344, 3.970], [-5.819, -3.660, -0.559], [-0.420, -0.100, -2.794], [3.613, 0.155, -2.913], [2.409, -1.136, -2.650], [-6.641, 0.112, -1.202], [1.244, 3.042, 5.177], [-5.013, -6.761, -1.306], [-2.834, 1.385, 2.985], [-7.075, -2.902, -4.492], [0.055, -1.535, 3.474], [-2.776, 2.789, 5.853], [4.751, -4.086, -2.238], [-0.314, 3.149, -6.237], [-3.318, -6.327, -1.409], [7.093, 1.552, -3.161], [-3.420, -2.798, -4.942], [5.405, 1.405, -2.929], [0.991, 4.932, 2.832], [1.819, 5.321, 4.247], [3.842, -0.826, 6.922], [-5.714, -2.660, 3.428], [3.012, 1.655, -5.604], [6.433, 0.923, -0.658], [-4.873, -2.049, -5.486], [4.558, -2.891, 7.396], [-2.233, 2.590, 1.926], [4.134, 0.519, -0.554], [2.206, 4.031, -8.669], [2.590, 5.769, -7.195], [0.886, 1.001, 0.183], [-1.497, -0.796, 0.791], [-0.095, 2.214, 2.500], [-1.793, -2.742, 2.286], [3.717, -2.337, 3.149], [3.627, -4.363, 7.649], [3.413, -3.052, 8.823], [-6.052, -2.638, 1.761], [4.667, -2.427, -0.271], [1.078, 6.658, -4.279], [3.252, -1.551, -0.538], [1.567, 1.840, -4.239], [6.501, -2.844, -4.146], [3.274, 1.777, -7.379], [0.546, 1.584, -6.351], [-6.894, 0.831, 0.419], [-1.774, -0.596, -1.914], [-1.952, 1.356, 5.443], [0.200, -0.782, 1.377], [-1.109, 5.881, 6.558], [0.017, 4.610, -3.978], [-5.816, -3.921, -6.499], [8.431, -0.886, -3.232], [0.339, -2.234, 7.251], [1.064, 3.890, -2.800], [-3.932, -2.483, -1.517], [3.920, 2.965, -6.301], [-2.664, -3.383, -2.260], [-0.154, -1.773, 5.234], [2.001, 6.272, -2.926], [2.388, -1.466, 2.391], [-2.645, 5.245, 5.320], [8.686, 0.078, -1.850], [-1.173, 1.013, -1.684], [3.649, 3.131, -4.174], [3.461, -4.476, 4.946], [3.202, -0.207, 4.419], [3.092, -3.665, -2.448], [-3.804, -2.302, 1.042], [-3.102, -3.780, -0.607], [1.590, 0.028, 4.062], [-7.708, -3.066, -2.091], [3.451, 3.947, -2.780], [-6.055, -5.405, -5.609], [-2.816, -4.127, 2.554], [-3.766, 2.369, -1.492], [2.284, 1.006, 6.282], [0.879, -0.067, 6.342], [2.687, -0.596, 8.167], [-4.370, -5.666, -0.123], [-4.498, -1.975, -3.760], [8.305, -1.634, -1.623], [1.206, -3.119, 8.530], [-5.043, 1.810, -2.185], [-5.334, -4.075, 2.432]],
  "charge": 1,
  "homo_energy_ev": [-9.360, -9.360],
  "s_squared": 0.754,
  "homo_lumo_gap_ev": [6.879, 2.695],
  "e_tot_ev": -81741.174,
  "relative_energy_ev": 0.000,
  "spin_multiplicity": 2
}

No. 2
{
  "formula": "C54H123N7O9Y",
  "method": "ωB97M-V/def2-TZVPD",
  "species": ["Y", "O", "O", "O", "O", "O", "O", "O", "O", "O", "N", "N", "N", "N", "N", "N", "N", "C", "C", "C", "C", "C", "C", "C", "C", "C", "C", "C", "C", "C", "C", "C", "C", "C", "C", "C", "C", "C", "C", "C", "C", "C", "C", "C", "C", "C", "C", "C", "C", "C", "C", "C", "C", "C", "C", "C", "C", "C", "C", "C", "C", "C", "C", "C", "C", "C", "C", "C", "C", "C", "C", "H", "H", "H", "H", "H", "H", "H", "H", "H", "H", "H", "H", "H", "H", "H", "H", "H", "H", "H", "H", "H", "H", "H", "H", "H", "H", "H", "H", "H", "H", "H", "H", "H", "H", "H", "H", "H", "H", "H", "H", "H", "H", "H", "H", "H", "H", "H", "H", "H", "H", "H", "H", "H", "H", "H", "H", "H", "H", "H", "H", "H", "H", "H", "H", "H", "H", "H", "H", "H", "H", "H", "H", "H", "H", "H", "H", "H", "H", "H", "H", "H", "H", "H", "H", "H", "H", "H", "H", "H", "H", "H", "H", "H", "H", "H", "H", "H", "H", "H", "H", "H", "H", "H", "H", "H", "H", "H", "H", "H", "H", "H", "H", "H", "H", "H", "H", "H", "H", "H", "H", "H", "H", "H"],
  "positions_angstrom": [[-0.229, -4.885, 7.727], [1.728, -5.724, -1.346], [-7.968, -8.382, 5.841], [-1.152, -11.077, 1.608], [-1.294, -4.579, 5.600], [-0.347, -8.809, 8.965], [-1.585, -5.208, -3.056], [-0.419, -0.749, 1.718], [1.653, -5.992, 6.849], [-0.389, -2.144, 7.217], [-7.051, -7.521, 5.417], [-3.164, -0.942, 1.191], [-0.389, -10.944, 2.688], [1.377, -3.481, 9.046], [-2.856, -5.351, -2.426], [-1.445, -7.028, 7.117], [2.937, -5.372, -0.845], [1.656, -10.963, 1.289], [-1.901, -4.166, -0.428], [-5.795, -9.172, 4.210], [1.201, -10.985, 5.121], [2.996, -6.223, 6.587], [-3.452, -7.727, -3.294], [3.491, -3.784, -2.821], [-3.337, 1.438, 1.655], [-0.898, -4.528, 4.282], [2.007, -4.896, 1.589], [-4.189, -5.641, -4.622], [-6.434, -7.794, 4.076], [2.542, -2.796, -0.741], [1.831, -2.278, 8.363], [-1.223, 0.235, 2.244], [0.654, -9.824, 8.674], [0.965, -11.509, 2.584], [3.189, -5.993, 5.116], [-0.868, -3.143, 3.763], [-5.248, -6.095, -2.446], [-5.287, -6.121, -0.900], [-5.644, -5.220, 4.201], [-2.755, -5.362, -0.931], [-2.061, -6.634, -0.236], [-1.627, -1.447, 6.803], [-7.200, -6.170, 7.469], [-6.089, -5.137, 5.624], [0.902, -0.893, 2.325], [2.752, -2.598, 7.178], [1.878, -11.064, 3.764], [4.861, -3.720, -0.797], [-5.316, -6.722, 3.914], [-1.683, -9.031, 8.544], [-7.205, -6.121, 5.962], [-1.673, -9.092, 3.749], [-2.418, 0.329, 1.305], [0.616, -1.342, 7.947], [2.987, -5.548, 0.649], [-4.138, -5.270, -0.327], [-1.010, -10.437, 3.941], [-1.752, -5.428, 3.378], [3.409, -7.677, 7.000], [-8.603, -5.588, 5.648], [4.985, -4.006, 0.781], [-3.711, -8.134, 7.454], [2.736, -7.072, 0.882], [-2.352, -7.679, 8.126], [0.819, -13.041, 2.610], [0.000, -10.214, 4.984], [3.391, -3.981, -1.291], [-2.043, -11.480, 4.346], [4.461, -5.333, 1.115], [-3.920, -6.198, -3.187], [-7.331, -7.694, 2.853], [-3.360, -5.657, -5.330], [2.034, -4.227, 9.223], [0.120, -13.365, 1.839], [-4.182, -7.261, 7.003], [0.837, -0.365, 7.518], [-7.545, -8.797, 6.597], [-0.982, -6.783, -0.249], [-1.323, -6.116, -3.220], [-5.781, -7.002, -2.733], [2.863, -4.977, 4.898], [-2.204, -9.507, 9.374], [-5.202, -7.112, -0.453], [2.691, -11.266, 1.132], [0.476, -13.470, 3.551], [-4.276, -5.281, 0.754], [-4.468, -4.235, -0.416], [0.596, -10.208, 7.656], [-1.877, -9.769, 7.766], [1.668, -7.242, 0.743], [-2.463, -3.237, -0.527], [-6.249, -5.755, -0.542], [0.156, -4.794, 4.362], [2.501, -3.989, -3.228], [6.048, -4.010, 1.023], [2.735, -11.738, 3.795], [1.215, -4.460, 0.980], [-3.255, 1.468, 2.742], [-1.513, -12.356, 4.720], [3.652, -3.004, 7.639], [-3.499, -8.171, -2.300], [0.354, -9.191, 4.855], [-7.909, -6.770, 2.862], [-6.249, -6.538, 7.854], [-4.398, 1.200, 1.575], [1.473, -2.859, -0.948], [-1.006, -8.351, 3.309], [-2.415, -7.814, -3.618], [-2.445, -1.445, 0.692], [-5.148, -5.306, 6.148], [-4.983, -6.661, 2.877], [-3.091, 2.441, 1.309], [-4.679, -4.676, -4.491], [-4.782, -4.619, 3.914], [4.214, -6.013, 4.747], [-4.070, -8.224, -4.042], [-3.766, -8.974, 6.761], [1.119, -11.197, 0.370], [-1.869, -6.768, 6.238], [-3.087, -1.344, 2.114], [-1.860, -2.920, 3.370], [1.701, -13.663, 2.462], [1.794, -10.580, 5.941], [3.333, -7.647, 0.174], [-4.506, -7.182, 4.481], [0.227, -1.083, 8.931], [-0.739, -7.705, 6.867], [4.536, -5.562, 2.178], [2.508, -1.766, 9.047], [-4.342, -8.504, 8.263], [-2.665, -11.671, 3.471], [-0.503, -10.082, 5.942], [-8.794, -5.493, 4.579], [-6.464, -4.136, 5.836], [4.507, -3.194, 1.330], [-2.714, -5.061, 3.019], [-1.480, -10.212, 1.352], [-7.951, -6.882, 7.811], [3.068, -1.821, 6.482], [-8.629, -4.540, 5.947], [-0.481, -2.472, 4.530], [-1.911, -1.976, 5.894], [2.698, -8.402, 6.604], [1.285, -1.826, 1.912], [0.791, -0.963, 3.407], [-6.366, -4.918, 3.442], [-5.265, -9.455, 3.300], [-6.875, -7.569, 1.870], [2.912, -7.407, 1.904], [1.564, -5.495, 2.385], [-5.822, -5.254, -2.836], [-7.462, -5.215, 7.924], [1.641, -9.374, 8.782], [2.289, -3.362, 6.553], [-2.110, -8.727, 4.678], [-5.124, -9.264, 5.064], [5.159, -6.113, 0.809], [3.636, -5.514, 7.112], [-2.554, -9.119, 3.107], [-6.542, -9.959, 4.313], [2.167, -10.028, 3.583], [-4.911, -6.140, -5.268], [3.736, -2.766, -3.127], [2.568, -6.726, 4.600], [-1.006, -5.662, 2.618], [0.796, -11.955, 5.408], [-0.703, 1.193, 2.232], [-0.956, -4.099, -0.968], [-2.150, -6.506, 0.843], [2.456, -4.005, 2.025], [1.146, -5.218, -0.775], [-2.164, 0.524, 0.263], [1.402, 0.025, 2.017], [4.254, -4.440, -3.241], [-1.452, -4.329, 0.552], [-9.392, -6.160, 6.136], [2.780, -1.863, -1.253], [-2.480, -7.595, -0.536], [-2.499, -7.095, 9.035], [1.503, -9.884, 1.270], [-1.537, -0.019, 3.256], [-7.998, -8.556, 2.856], [5.566, -4.349, -1.342], [-2.765, -11.015, 5.017], [-2.448, -1.496, 7.519], [1.264, -3.239, 10.020], [5.129, -2.698, -1.067], [-1.458, -0.376, 6.688], [4.357, -7.970, 6.548], [3.507, -7.807, 8.078], [-0.211, -3.099, 2.895], [2.601, -2.738, 0.346], [-1.993, -6.424, 3.749], [0.703, -10.643, 9.391]],
  "charge": 1,
  "homo_energy_ev": -9.147,
  "homo_lumo_gap_ev": 5.081,
  "e_tot_ev": -87878.521
}